# 1
24
Properties=species:S:1:pos:R:3:forces:R:3 method="wB97M-V/def2-TZVPD" charge=0 lumo_energy_ev=0.99 homo_energy_ev=-8.221 spin_multiplicity=1 smiles=C[C@@H]1CNN2[C@]3(C)[C@H]1[C@]23C energy_ev=-11498.48758
C -1.3113 1.4550 -0.5594 -0.16 1.24 -0.86
C -0.0012 -0.3573 0.6633 0.34 4.10 -1.78
C -1.3129 0.5003 0.5518 -0.07 -2.97 3.22
C 1.4449 0.4514 0.5591 -3.12 -0.50 0.37
C 0.8322 -0.2797 -0.5454 1.18 -2.03 -0.70
C -2.4362 -0.5702 0.3153 -0.88 2.44 -2.10
C 2.6585 0.3300 1.4309 -1.43 0.71 -1.12
C 1.3154 -1.4045 -1.4636 -0.55 3.71 -1.34
N -0.0023 2.0882 -0.6453 -0.17 -0.38 0.55
N 1.1157 1.1081 -0.7184 -0.32 1.76 0.82
H -1.6713 0.9399 -1.4758 0.65 -0.04 0.01
H -2.1596 2.1387 -0.3639 0.76 0.41 -0.12
H -0.0995 -1.3190 1.0827 0.20 -0.90 0.91
H -1.4266 0.9450 1.6141 -0.19 -0.18 -1.81
H -3.5027 -0.0915 0.4052 1.89 -0.92 -0.48
H -2.3375 -1.2572 1.0921 -0.11 -1.61 1.00
H -2.2492 -1.0186 -0.7515 -0.63 0.54 2.11
H 3.4045 0.5313 0.6763 1.23 -0.76 0.32
H 2.4542 -0.6795 1.8076 1.33 0.14 0.28
H 2.7598 1.1069 2.2127 -0.40 -0.60 -0.28
H 1.6235 -2.2414 -0.8986 0.52 -0.96 0.29
H 2.0888 -0.8706 -2.1186 -0.65 -1.39 0.89
H 0.4422 -1.5872 -2.1005 0.37 -0.64 -0.08
H 0.1103 2.9395 -1.2020 0.21 -1.16 -0.12

# 2
24
Properties=species:S:1:pos:R:3:forces:R:3 method="wB97M-V/def2-TZVPD" charge=0 lumo_energy_ev=0.50 homo_energy_ev=-11.747 spin_multiplicity=1 smiles=CCCC#N.CCCC#N energy_ev=-11502.71759
C 21.0916 -29.2923 -22.2081 -0.07 0.80 0.47
C 22.3328 -28.4485 -21.8833 -0.53 -0.25 0.09
C 21.9984 -26.9779 -21.5957 -0.01 -0.31 -0.31
C 21.0179 -26.8692 -20.5212 -0.04 0.10 0.35
N 20.2469 -26.8270 -19.6707 0.07 0.01 -0.12
H 20.4482 -28.7464 -22.9044 0.19 -0.35 -0.40
H 20.4605 -29.3955 -21.3226 0.18 -0.23 0.08
H 21.3915 -30.2718 -22.5672 -0.23 -0.06 -0.17
H 23.0220 -28.4943 -22.7254 0.18 0.08 0.09
H 22.8068 -28.8608 -20.9914 0.25 -0.05 -0.14
H 21.5622 -26.5094 -22.4800 0.09 0.05 -0.04
H 22.9119 -26.4474 -21.3349 -0.08 0.20 0.09
C 22.0015 -31.4854 -25.5480 0.35 -0.10 0.44
C 22.9681 -32.1400 -24.5533 -0.19 0.46 0.22
C 23.9769 -33.0652 -25.2256 -0.20 -0.32 -0.29
C 23.3481 -34.2759 -25.7736 0.11 0.13 0.21
N 22.8498 -35.2170 -26.1990 -0.08 -0.09 -0.06
H 22.5245 -31.0471 -26.3984 0.02 -0.03 -0.03
H 21.4636 -30.6876 -25.0369 -0.21 -0.05 -0.13
H 21.3035 -32.2419 -25.9033 -0.12 0.14 -0.15
H 22.3664 -32.6478 -23.7949 0.18 -0.33 -0.11
H 23.5284 -31.3966 -23.9768 0.03 0.13 -0.29
H 24.7757 -33.3649 -24.5489 0.00 -0.04 0.03
H 24.4301 -32.5624 -26.0842 0.11 0.12 0.16

# 3
24
Properties=species:S:1:pos:R:3:forces:R:3 method="wB97M-V/def2-TZVPD" charge=0 lumo_energy_ev=0.91 homo_energy_ev=-7.649 spin_multiplicity=1 smiles="CN1C[C@]2(C)CCCC2=N1" energy_ev=-11499.96197
C 0.9214 -0.2132 -0.6809 3.58 5.56 -0.17
C 1.6587 -1.5308 -0.5866 3.73 0.56 -1.34
C 0.8431 -2.2645 0.4165 -1.20 -2.69 0.81
C 0.0193 -1.2376 1.1757 -0.55 0.51 1.00
C -0.4700 1.2539 0.5838 0.84 -1.39 0.60
C -0.3376 -0.2067 0.0865 -1.62 0.17 0.46
C -1.5516 -0.6032 -0.7761 -1.13 -0.26 0.59
C 0.2146 3.1660 -0.8301 4.22 -0.63 -1.75
N 1.5213 1.0780 -0.7053 -2.41 -5.13 -0.53
N 0.6778 1.9457 -0.0618 -1.42 1.66 -0.12
H 2.0306 -2.0522 -1.5466 -1.56 0.57 1.14
H 2.7301 -1.3596 -0.1746 -1.75 0.25 -0.24
H 0.1375 -3.0249 -0.0811 0.92 1.08 0.66
H 1.4028 -2.8181 1.1892 0.13 -0.11 -0.72
H -0.8767 -1.7403 1.6039 0.54 0.55 -0.01
H 0.6148 -0.7154 2.0260 -0.86 -0.93 -1.45
H -1.4444 1.6534 0.2923 0.27 0.28 0.24
H -0.3333 1.2102 1.7007 -0.32 0.65 -0.96
H -2.1542 0.1846 -1.1806 0.41 1.26 -0.36
H -2.3837 -1.1554 -0.3581 0.10 -0.37 1.50
H -1.3998 -1.2397 -1.5914 1.23 -0.89 -1.53
H 0.2222 4.0419 -0.1808 -1.37 -0.30 0.18
H 1.1722 3.5279 -1.4815 -2.19 -1.30 1.06
H -0.5989 2.8739 -1.5490 0.40 0.88 0.94

# 4
30
Properties=species:S:1:pos:R:3:forces:R:3 method="wB97M-V/def2-TZVPD" charge=0 lumo_energy_ev=0.16 homo_energy_ev=-9.586 spin_multiplicity=1 smiles="N[C@@H](CO)C(=O)N[C@@H](CCC(=O)O)C(=O)O" energy_ev=-23789.16670
C 1.9181 -0.2730 -0.0328 0.19 -0.06 0.11
C 0.7462 -0.3891 0.9414 -0.74 0.40 -0.18
C 2.8511 -1.4543 0.1607 0.32 -0.54 0.87
C -0.8533 1.1899 -0.3023 0.12 -1.17 0.69
C -0.5808 2.5976 0.2760 -1.48 1.17 -1.73
C -2.3448 0.9715 -0.6359 0.25 0.12 0.04
C -2.7240 -0.4837 -0.9485 -0.67 -0.49 0.39
C -2.9987 -1.3475 0.2950 0.12 1.07 1.51
H 3.1404 0.8995 1.1280 -0.26 0.16 -0.66
H 3.2287 1.1746 -0.5343 -0.45 0.20 1.20
H 1.6535 -0.3339 -1.0912 -0.35 0.56 0.06
H 2.3161 -2.4010 -0.0184 -0.06 0.31 0.23
H 3.2478 -1.4494 1.1948 -0.43 -0.11 -0.32
H 4.4260 -2.1791 -0.6948 0.12 0.03 -0.05
H -1.0682 0.1347 1.5068 -0.39 -0.04 0.41
H -0.2477 0.9363 -1.1939 -0.13 0.63 0.30
H -2.9606 1.3376 0.1890 0.10 0.00 -0.13
H -2.5038 1.6240 -1.4868 -0.48 -0.01 -0.18
H -3.6903 -0.5978 -1.5063 0.82 0.51 0.10
H -1.9474 -0.9962 -1.5106 0.13 0.00 -0.34
H -2.8968 -2.8297 -0.8458 0.08 -0.36 -0.40
H 1.3832 2.1876 0.5331 -0.85 0.60 -0.50
N 2.5775 1.0321 0.2710 0.72 -0.70 -0.96
N -0.4524 0.2368 0.7238 0.94 -0.44 -0.54
O 0.8981 -0.9935 1.9766 0.42 -0.62 0.66
O 3.9394 -1.3533 -0.7418 -0.08 0.34 -0.36
O -1.5038 3.3985 0.3427 1.22 -0.91 0.34
O -3.1930 -0.8895 1.4050 0.22 -0.70 -1.41
O -3.0275 -2.6856 0.0912 -0.13 0.59 0.18
O 0.6674 2.9361 0.5082 0.74 -0.51 0.67

# 5
25
Properties=species:S:1:pos:R:3:forces:R:3 method="wB97M-V/def2-TZVPD" charge=+1 lumo_energy_ev=-4.15 homo_energy_ev=-12.090 spin_multiplicity=1 energy_ev=-12984.22950
C -0.5027 -0.9405 -1.7715 -0.47 0.96 -0.33
C 0.1975 -1.1098 -0.6549 1.48 -2.60 -0.26
C -1.3237 0.2310 -1.5134 -0.16 1.36 -0.93
C -2.0075 0.9550 -2.3687 -2.06 0.56 -0.48
C 0.3831 -0.1949 1.5168 -4.03 5.00 -0.45
C 1.3279 -2.0233 -0.3927 0.95 -0.42 -2.33
C 1.0928 1.9230 2.7944 -0.73 -1.38 2.62
C -0.0694 0.8932 2.5084 0.63 -1.32 0.98
N -1.0497 0.6999 -0.2608 0.60 -0.77 2.94
N -0.1215 -0.2025 0.3232 0.04 1.14 0.21
N -0.3888 -1.4767 -2.9949 -0.14 -0.31 0.17
H -2.5989 1.8832 -2.1792 0.95 -0.87 0.17
H -2.3121 0.4434 -3.2478 0.08 0.02 -1.05
H 1.1149 -0.8119 1.8309 2.13 -2.38 0.40
H 1.2007 -2.8311 0.3102 -0.19 -0.20 0.18
H 2.1323 -1.3902 -0.1278 1.14 0.58 1.09
H 1.8064 -2.4039 -1.3615 -1.26 0.02 1.14
H 1.8077 1.7360 2.0612 1.37 0.48 -1.40
H 0.7789 2.9572 2.8872 -0.14 -0.02 -0.43
H 1.6268 1.6914 3.7738 -0.84 0.14 -1.14
H -0.3127 0.2420 3.3884 0.34 0.87 -0.21
H -1.0230 1.3694 2.3016 0.06 -0.02 -0.61
H -1.0209 1.6903 -0.0259 0.27 -0.58 0.07
H 0.4334 -2.0754 -3.1691 -1.37 0.42 -0.41
H -1.1714 -1.2549 -3.6279 1.35 -0.69 0.07

# 6
25
Properties=species:S:1:pos:R:3:forces:R:3 method="wB97M-V/def2-TZVPD" charge=+1 lumo_energy_ev="-5.45 / -5.45" homo_energy_ev="-12.857 / -12.857" spin_multiplicity=1 energy_ev=-12981.57329
C 2.7763 -0.9368 -0.3263 -0.03 0.37 -0.81
C 2.6886 0.9415 0.9763 -0.63 -0.96 -2.48
C 1.3781 -0.7328 -0.6364 2.62 -2.20 -0.22
C 1.3431 1.1761 0.6685 0.95 -2.84 -0.45
C -1.5614 -2.4879 -0.2455 -1.89 -0.68 -1.51
C -1.2212 2.5155 -0.8603 -1.36 -0.41 3.69
C -1.0427 -1.7649 0.8693 -1.28 2.35 -2.55
C -1.4561 1.1676 0.0276 -2.86 2.26 0.29
N 3.4352 -0.0636 0.4328 -1.59 0.21 0.75
N 0.6421 0.2124 -0.0557 5.58 0.99 0.80
N -0.5964 0.1133 -0.2943 -3.99 -2.88 0.29
H 3.5077 -1.7224 -0.7498 -2.05 0.98 0.33
H 3.2925 1.6360 1.4647 0.36 1.26 1.14
H 0.7561 -1.3714 -1.2582 0.65 -0.03 -0.03
H 0.7040 1.9222 0.9396 -0.88 2.21 1.27
H -1.9129 -3.5067 0.0838 0.05 0.82 -0.13
H -2.4042 -1.8962 -0.6995 0.49 -0.95 0.58
H -0.8789 -2.6734 -1.0658 0.46 -0.14 0.15
H -0.2843 2.9798 -0.5202 -0.52 0.25 -0.12
H -1.1174 2.3149 -1.8798 -0.25 -0.41 -1.59
H -2.1484 3.1556 -0.5891 1.83 -0.77 -0.78
H -1.7326 -1.2631 1.4709 -0.92 0.59 1.14
H -0.1311 -1.9914 1.2597 2.69 -0.33 1.06
H -1.4623 1.4373 1.1250 0.29 -0.01 -0.83
H -2.5737 0.8384 -0.1374 2.30 0.32 0.00

# 7
27
Properties=species:S:1:pos:R:3:forces:R:3 method="wB97M-V/def2-TZVPD" s2=2.018 charge=0 lumo_energy_ev="0.75 / -1.37" homo_energy_ev="-4.679 / -9.408" spin_multiplicity=3 energy_ev=-24324.47261
C -0.1321 -3.9544 -2.4478 0.44 -0.37 0.21
C -0.5317 -3.0114 -1.8204 -0.27 5.53 2.51
C -1.1606 -1.8907 0.2569 -1.95 0.63 3.72
C -0.6172 -1.8263 -0.9921 2.40 -1.20 -6.58
C -2.1119 -0.3254 1.9585 -1.20 0.43 -0.07
C -0.1416 -0.1386 -2.7631 1.57 0.80 -2.94
C 1.6127 0.4465 0.9175 1.03 -0.48 1.25
C 0.4866 2.6676 0.6383 2.71 0.38 2.21
N -1.1988 -0.6875 0.9028 0.26 0.92 -1.69
N -0.1776 -0.4734 -1.3817 -1.56 -3.99 0.32
N 0.4608 1.2510 0.5383 1.11 0.08 -0.06
O -1.8024 1.5830 -0.5412 -0.11 -0.40 -0.55
P -0.7678 0.5806 -0.2557 -0.99 -0.62 2.18
H -0.1513 -4.7403 -3.0830 0.08 -1.98 -1.59
H -1.2079 -2.8218 0.7059 -0.23 -1.41 1.44
H -1.7659 0.7017 2.3236 -0.47 -1.65 0.19
H -3.1511 -0.1207 1.4623 1.49 -0.62 1.19
H -2.1427 -1.1994 2.7190 -0.07 1.87 -1.00
H -0.0407 -0.9268 -3.6191 0.30 0.63 2.45
H -1.0012 0.3929 -3.1367 -0.70 0.43 0.42
H 0.7134 0.5692 -2.8309 -0.41 -0.42 -0.64
H 1.5318 -0.4080 0.3029 0.56 -1.03 -1.02
H 2.6883 0.8678 0.8047 -2.14 -0.16 0.02
H 1.5283 -0.0733 1.9253 -0.01 1.31 -0.60
H 1.0789 3.1255 -0.1232 0.53 0.37 -0.80
H -0.4690 3.0910 0.6023 -1.36 0.54 0.30
H 1.0523 2.8576 1.6051 -1.01 0.39 -0.88

# 8
27
Properties=species:S:1:pos:R:3:forces:R:3 method="wB97M-V/def2-TZVPD" s2=2.003 charge=+2 lumo_energy_ev="-8.29 / -8.20" homo_energy_ev="-15.822 / -15.794" spin_multiplicity=3 energy_ev=-37881.09753
C 0.7979 2.0750 -1.3953 1.79 -1.00 -0.84
C 1.7783 1.1326 -1.6512 -1.10 2.00 0.05
H 0.8396 2.7543 -0.5352 0.15 -0.33 -0.20
H -0.0385 2.2489 -2.0834 0.35 -0.17 0.08
H 1.7936 0.5394 -2.5721 -0.25 0.16 0.24
H 2.6537 0.9997 -1.0031 -0.33 0.19 -0.08
Pr -0.1373 -0.2228 -0.1470 -1.32 -0.51 -1.22
C -2.5712 -0.5972 -1.1014 0.36 -0.59 -0.07
C -1.7394 -0.6851 -2.2665 0.11 -0.47 0.62
C -1.2560 -2.4992 -0.9068 -0.31 0.38 -0.17
C -2.2781 -1.7254 -0.2637 0.08 -0.01 -0.63
H -1.7622 -0.0113 -3.1198 0.00 -0.15 0.19
H -0.2297 -2.2366 -2.8934 -0.16 0.14 0.23
H -0.8524 -3.4484 -0.5439 -0.17 0.39 -0.18
C -0.9260 -1.8579 -2.1457 -0.58 0.27 0.58
H -2.7940 -1.9956 0.6638 0.26 0.16 -0.40
H -3.3447 0.1523 -0.9181 0.29 -0.27 -0.07
N -0.7927 0.8203 2.0557 -0.26 -0.05 0.49
N 0.6179 1.1111 2.0002 -0.43 -0.22 0.63
C 1.4529 0.0089 2.1404 2.25 0.77 0.71
N 2.7533 0.3422 2.3355 -1.22 -0.51 -0.11
S 0.9393 -1.5900 1.9338 0.29 0.12 0.62
H -0.9930 0.1228 2.7908 0.18 0.40 -0.18
H -1.3400 1.6642 2.2637 0.41 -0.17 -0.18
H 0.9162 2.0040 2.4110 -0.17 -0.46 -0.14
H 3.4434 -0.3928 2.4334 -0.13 0.00 -0.02
H 3.0692 1.2866 2.5179 -0.09 -0.06 0.06

# 9
29
Properties=species:S:1:pos:R:3:forces:R:3 method="wB97M-V/def2-TZVPD" charge=0 lumo_energy_ev=0.13 homo_energy_ev=-8.378 spin_multiplicity=1 energy_ev=-20620.37450
C -3.2506 -1.8275 -1.7833 -3.54 0.47 2.35
C 0.0574 0.4026 -1.1379 1.27 0.48 -0.32
C 1.1203 -0.6047 0.9981 -0.73 -1.23 0.36
C -0.0640 -1.9616 -0.6616 0.01 -1.63 -1.40
C -1.2042 0.5309 -0.3101 -0.11 1.27 3.03
C -0.3111 -0.6071 1.6949 1.67 -0.29 2.66
C 0.8699 -0.7566 -0.4954 -0.62 -0.33 -1.79
C -1.3505 -1.7925 0.1019 1.13 -0.94 1.17
N -1.9399 -2.7649 0.6750 0.01 -0.52 0.66
N -4.1368 -1.6808 -0.9800 3.39 2.04 -5.32
N -2.7742 -3.7208 0.6604 -1.26 1.19 -2.52
N -1.3486 -0.5492 0.7336 -2.25 0.75 -1.06
O -2.8812 -4.6582 1.3934 1.05 -0.36 1.35
O -2.5227 -1.7760 -2.6699 1.83 -0.20 -1.60
O 1.9392 3.0596 0.0404 0.15 0.10 0.75
H -0.0745 0.2953 -2.2570 -0.05 -0.20 1.33
H 0.5774 1.3462 -0.9560 0.24 -0.22 -0.42
H 1.6522 0.2497 1.2910 0.80 1.45 0.01
H 1.7727 -1.4655 1.2810 -0.73 0.43 0.17
H -0.2931 -2.1427 -1.7793 0.73 -0.26 1.79
H 0.4101 -2.7803 -0.0695 -0.13 -0.10 -1.36
H -1.1255 1.4860 0.3589 -0.31 -1.49 -1.37
H -2.1416 0.5742 -0.8377 -0.23 0.04 -0.33
H -0.3894 -1.4664 2.4072 -0.23 -0.28 -1.42
H -0.5413 0.0720 2.5381 0.78 1.11 -0.99
H 1.7615 -1.0615 -1.1165 -0.57 0.83 0.89
H 1.6287 3.0420 -0.8580 -0.16 0.16 -0.56
H -4.5982 -1.9892 -0.2510 -2.20 -2.13 4.10
H 1.5661 3.8561 0.4389 0.07 -0.14 -0.16

# 10
31
Properties=species:S:1:pos:R:3:forces:R:3 method="wB97M-V/def2-TZVPD" charge=-1 lumo_energy_ev=2.74 homo_energy_ev=-4.545 spin_multiplicity=1 energy_ev=-72768.61516
Zn 1.4745 -11.8830 32.8339 0.22 1.50 0.31
C 1.5117 -9.2188 29.7199 -1.71 1.18 -0.80
C 2.4568 -9.7235 30.7281 3.55 -2.28 -0.50
O 3.6662 -9.8484 30.3961 -0.80 0.96 -0.33
O 2.0303 -10.2121 31.7936 -1.64 0.36 1.47
H 0.7057 -8.6660 30.2025 -0.02 0.29 0.09
H 0.9674 -10.0131 29.2091 0.27 -0.47 0.08
H 1.9578 -8.6034 28.9386 0.22 -0.01 0.20
C 3.6179 -14.5565 34.8504 -0.83 -0.52 -0.34
C 2.7874 -13.5800 34.0068 3.57 0.78 0.88
O 3.3372 -12.5946 33.4755 1.52 0.73 -0.47
O 1.5852 -13.6576 33.9730 -4.16 -1.90 0.35
H 3.4885 -15.5570 34.4377 -0.07 -0.14 -0.05
H 3.0891 -14.5676 35.8035 0.35 -0.06 0.25
H 4.6912 -14.3981 34.9556 -0.27 0.54 -0.10
C -2.1947 -11.3493 34.3088 -0.27 0.40 0.06
C -0.7799 -11.3135 33.7614 1.56 -1.02 0.23
O 0.2722 -10.9751 34.3909 -1.62 0.28 0.29
O -0.6370 -11.8259 32.6154 -0.75 -0.08 -0.69
H -2.8680 -11.4028 33.4533 -0.03 0.44 0.02
H -2.4271 -10.5167 34.9728 0.02 0.09 -0.14
H -2.4417 -12.2594 34.8556 0.65 -0.16 0.16
O 1.6307 -12.8223 31.1291 -2.20 -2.81 -4.82
C 1.0713 -13.3176 30.0732 2.46 1.78 3.41
N -0.1122 -12.9212 29.5584 0.75 -0.44 0.25
C 1.8291 -14.3749 29.3096 -0.74 -0.43 -0.80
H -0.7256 -12.3286 30.0993 0.13 0.20 -0.02
H -0.3040 -13.2223 28.6135 -0.41 0.16 0.42
H 2.5204 -13.9542 28.5794 0.31 0.26 0.45
H 1.1279 -14.9307 28.6870 -0.21 -0.16 -0.04
H 2.3048 -15.1223 29.9446 0.15 0.54 0.18

# 11
24
Properties=species:S:1:pos:R:3:forces:R:3 method="wB97M-V/def2-TZVPD" charge=0 lumo_energy_ev=-0.06 homo_energy_ev=-8.438 spin_multiplicity=1 energy_ev=-19297.05029
C -1.5736 -1.0746 0.1605 -0.14 0.13 1.03
C 1.9233 0.0694 0.9546 1.30 -3.56 -1.88
C -1.1951 0.2207 0.0900 1.55 -1.41 -1.67
C 1.2213 -0.3219 -0.1197 -0.29 -0.20 -1.81
C -2.8869 -1.3641 0.8566 -0.53 -0.73 -1.74
C 3.0476 -0.8580 1.4434 0.40 1.43 1.65
C -0.2853 0.5588 -2.7249 1.76 1.71 2.68
C 0.1136 0.6026 -0.5526 -1.31 -1.41 -1.78
N -0.4690 3.1434 0.0300 -0.04 -2.05 -0.22
P 0.7708 2.2363 -0.3457 -0.53 1.53 -0.50
H -0.9518 -2.0161 -0.1082 -0.89 2.09 0.15
H 1.4740 0.8103 1.5471 0.12 1.17 0.96
H -1.7404 1.0895 0.3931 -0.86 0.02 0.35
H 1.3456 -1.2419 -0.7984 0.51 1.37 1.45
H -3.2867 -0.4750 1.3208 -0.08 0.20 0.16
H -2.7607 -2.1490 1.5863 -0.10 -0.25 0.34
H -3.6532 -1.7262 0.0952 0.80 0.31 0.94
H 2.6615 -1.1698 2.4395 0.46 -0.69 -0.63
H 4.0519 -0.3853 1.7299 -1.44 -0.14 -0.72
H 3.2753 -1.6649 0.7332 -0.43 0.17 0.44
H 0.0417 -0.4430 -2.9317 0.41 -0.17 -0.19
H 0.3453 1.4369 -3.1098 -1.00 -1.67 0.37
H -1.3525 0.6742 -2.8528 -0.06 0.24 0.37
H -0.1167 4.0476 0.1637 0.40 1.92 0.26

# 12
24
Properties=species:S:1:pos:R:3:forces:R:3 method="wB97M-V/def2-TZVPD" charge=0 lumo_energy_ev=0.44 homo_energy_ev=-8.733 spin_multiplicity=1 smiles="CC(C)C(=O)CO.C=C=C" energy_ev=-12614.55080
C -0.8092 -0.6717 0.0902 0.49 2.02 0.11
C 0.7364 0.6626 1.7932 0.68 1.01 -0.64
C 1.1065 1.7126 -0.9042 1.04 -0.93 -2.23
C -1.7167 -0.4541 -1.1127 0.20 -0.08 0.06
C -1.5981 -1.2799 1.2500 0.14 0.09 -0.08
C -0.2854 0.8511 0.6568 -3.27 -3.54 2.03
C 1.4345 0.5346 -1.4489 0.19 2.07 0.38
C 1.8812 -0.5325 -2.0293 -0.25 -0.52 0.19
O 1.7350 -0.2892 1.5196 0.14 -0.17 0.07
O -1.1637 1.6924 0.7607 1.12 0.15 -0.53
H 2.3486 0.0665 0.8667 -0.10 0.00 0.05
H 0.0335 -1.3257 -0.1304 0.05 0.20 -0.09
H 0.2001 0.3142 2.6788 -0.16 0.02 -0.27
H 1.1494 1.6515 2.0274 0.05 -0.09 0.14
H 1.8890 2.3407 -0.4961 0.03 -0.18 0.38
H 0.2396 2.2470 -1.2644 -0.30 -0.24 0.31
H -2.1802 -1.3952 -1.4156 -0.04 0.02 0.00
H -2.4979 0.2579 -0.8537 -0.10 0.01 0.03
H -1.1810 -0.0577 -1.9753 0.07 0.00 -0.01
H -2.3354 -0.5692 1.6174 -0.11 0.02 0.05
H -0.9518 -1.5788 2.0720 0.06 0.00 0.09
H -2.1208 -2.1741 0.9076 -0.03 -0.02 -0.02
H 1.8316 -1.5106 -1.5688 -0.11 -0.02 0.06
H 2.2547 -0.4925 -3.0409 0.22 0.16 -0.08